Entry 1:
Here is 3 unconnected molecules or ions with the total composition C29H48Br2ClF2O8PSi in a non-equilibrium geometry from OMol25. Energies are from ωB97M-V/def2-TZVPD.

XYZ file:
```
92
C29H48Br2ClF2O8PSi (ωB97M-V/def2-TZVPD)
C 7.203 1.359 -0.637
C 7.111 0.569 0.757
O 6.017 -0.376 0.681
C 6.320 -1.497 -0.178
C 5.625 -1.446 -1.632
O 4.788 -0.295 -1.864
C 3.496 -0.442 -1.236
C 2.312 0.279 -2.068
O 2.420 1.736 -2.036
C 1.085 2.240 -2.371
C 0.267 2.668 -1.023
O 0.850 2.250 0.017
O -0.817 3.515 -1.163
C -2.157 2.994 -0.789
C -2.102 2.763 0.770
Br -1.087 4.171 1.815
C -3.383 2.462 1.654
C -4.496 3.596 1.796
Br -4.137 0.598 1.437
P -3.151 4.539 -1.439
O -2.880 5.868 -0.349
Cl -5.231 4.302 -1.373
C -2.383 1.690 -1.714
F -1.860 1.876 -3.058
F -1.853 0.483 -1.103
C -3.928 1.342 -2.026
C -4.173 -0.097 -2.683
Si -5.773 -0.993 -2.062
C -7.054 0.171 -1.250
C -6.625 -1.739 -3.645
C -5.189 -2.431 -0.900
C -6.230 -3.534 -0.545
C -5.787 -4.714 0.360
C -4.347 -4.897 0.929
C -3.304 -3.771 0.583
C -3.764 -2.566 -0.315
H 6.151 1.740 -0.909
H 7.967 2.205 -0.574
H 7.594 0.603 -1.421
H 6.921 1.351 1.582
H 8.061 0.010 1.057
H 6.116 -2.493 0.371
H 7.471 -1.481 -0.367
H 6.428 -1.445 -2.461
H 5.068 -2.455 -1.763
H 3.453 -0.013 -0.161
H 3.230 -1.564 -1.111
H 2.380 -0.136 -3.139
H 1.334 -0.102 -1.587
H 0.573 1.393 -2.938
H 1.218 3.112 -3.096
H -1.444 1.822 0.943
H -2.956 2.381 2.728
H -4.844 3.641 2.899
H -4.165 4.653 1.530
H -5.430 3.244 1.216
H -2.023 6.296 -0.567
H -4.641 1.571 -1.170
H -4.216 2.106 -2.851
H -3.328 -0.851 -2.577
H -4.329 0.044 -3.823
H -6.583 0.678 -0.342
H -7.964 -0.468 -0.927
H -7.475 0.915 -2.022
H -5.995 -2.609 -4.052
H -6.632 -0.948 -4.490
H -7.683 -2.049 -3.350
H -7.274 -3.416 -0.989
H -6.602 -5.496 0.595
H -4.026 -5.779 1.585
H -2.231 -3.851 0.995
H -3.003 -1.759 -0.562
C 10.046 -4.971 0.253
C 10.046 -3.495 -0.045
O 9.183 -2.760 0.399
C 11.155 -2.963 -0.913
H 9.191 -5.212 0.888
H 9.962 -5.538 -0.676
H 10.962 -5.243 0.781
H 11.121 -3.441 -1.895
H 12.121 -3.146 -0.437
H 11.028 -1.886 -1.044
C -2.424 0.556 5.656
C -3.435 1.669 5.578
O -3.955 1.977 4.520
C -3.778 2.386 6.856
H -2.276 0.131 4.660
H -1.469 0.946 6.016
H -2.787 -0.229 6.322
H -2.883 2.857 7.269
H -4.201 1.681 7.575
H -4.518 3.162 6.648
```

Results
gap between HOMO and LUMO = 8.97 eV
HOMO level = -8.69 eV
SMILES = CCOCCOCCOCC(=O)O[C@@]([C@@H](Br)[C@@H](C)Br)(P(O)Cl)C(F)(F)CC[Si](C)(C)c1ccccc1.CC(C)=O.CC(C)=O
E_LUMO = 0.28 eV
DFT total energy = -8174.2255 Ha

Entry 2:
Here is a gas-phase ion, C29H48BrN2O2Si (charge +1) in a non-equilibrium geometry from OMol25. Energies are from ωB97M-V/def2-TZVPD.

XYZ file:
```
83
C29H48BrN2O2Si (ωB97M-V/def2-TZVPD)
C -4.344 3.405 1.779
C -3.606 2.732 1.110
C -2.864 1.795 0.215
C -3.938 0.877 -0.449
C -4.256 -0.536 0.128
C -3.581 -0.880 1.488
C -2.353 -1.835 1.271
C -2.400 -3.131 2.132
C -1.119 -3.391 2.971
C 0.212 -3.066 2.242
C 0.902 -1.781 2.836
C 2.118 -2.151 3.742
Si 3.731 -1.263 3.293
C 5.165 -2.262 4.023
C 3.726 0.521 3.929
C 3.984 -1.217 1.403
C 3.703 -0.012 0.738
C 3.837 0.081 -0.663
C 4.265 -1.055 -1.348
C 4.563 -2.263 -0.705
C 4.430 -2.348 0.685
N -3.600 0.823 -1.935
C -2.238 1.488 -2.120
Br -1.034 0.058 -1.539
C -2.238 1.926 -3.606
C -1.607 0.972 -4.641
C -2.278 -0.414 -4.691
N -1.440 -1.549 -4.488
O -3.464 -0.567 -4.866
C -2.359 2.598 -1.046
C -1.236 3.639 -0.871
C 0.201 3.158 -1.118
O 0.487 3.142 -2.509
C 1.578 2.290 -2.853
C 2.851 3.068 -3.246
H -5.178 3.799 2.333
H -2.091 1.324 0.831
H -4.867 1.450 -0.353
H -4.064 -1.320 -0.621
H -5.345 -0.572 0.292
H -3.308 0.000 2.081
H -4.339 -1.420 2.075
H -1.456 -1.231 1.483
H -2.271 -2.146 0.220
H -3.233 -3.033 2.850
H -2.670 -3.997 1.509
H -1.224 -2.874 3.936
H -1.115 -4.469 3.206
H 0.879 -3.936 2.317
H 0.062 -2.881 1.165
H 0.115 -1.261 3.403
H 1.191 -1.101 2.016
H 1.849 -1.869 4.777
H 2.274 -3.240 3.773
H 5.165 -2.309 5.117
H 5.098 -3.279 3.601
H 6.095 -1.823 3.627
H 4.462 1.084 3.330
H 2.762 1.025 3.755
H 4.025 0.541 4.984
H 3.377 0.868 1.296
H 3.605 1.019 -1.171
H 4.381 -1.024 -2.435
H 4.879 -3.130 -1.287
H 4.662 -3.266 1.225
H -3.714 -0.089 -2.394
H -4.373 1.364 -2.336
H -1.662 2.864 -3.653
H -3.252 2.192 -3.941
H -1.795 1.439 -5.625
H -0.515 0.910 -4.566
H -0.476 -1.225 -4.439
H -1.618 -1.984 -3.588
H -3.280 3.130 -1.360
H -1.304 4.089 0.128
H -1.426 4.437 -1.606
H 0.863 3.918 -0.655
H 0.453 2.214 -0.608
H 1.795 1.516 -2.104
H 1.272 1.747 -3.766
H 3.087 3.880 -2.548
H 3.664 2.326 -3.313
H 2.763 3.492 -4.257
```

Results
gap between HOMO and LUMO = 8.31 eV
HOMO level = -11.16 eV
SMILES = C#C[C@H]1[C@H](CCCCCCCC[Si](C)(C)c2ccccc2)[NH2+][C@@](Br)(CCC(N)=O)[C@@H]1CCOCC
charge = +1
E_LUMO = -2.84 eV
DFT total energy = -4257.0045 Ha

Entry 3:
Here is a molecular structure, C29H48NO2Si4V from OMol25. Energies are from ωB97M-V/def2-TZVPD.

XYZ file:
```
85
C29H48NO2Si4V (ωB97M-V/def2-TZVPD)
V -1.132 -0.686 0.075
C -3.069 -1.358 0.913
C -3.309 -0.021 0.496
C -3.195 0.020 -0.918
C -2.880 -1.298 -1.379
C -2.821 -2.153 -0.256
C -2.525 -3.622 -0.268
C -2.720 -1.708 -2.809
C -3.565 1.188 -1.778
C -3.652 1.144 1.376
C -3.050 -1.870 2.327
H -3.451 -4.202 -0.244
H -1.926 -3.916 0.594
H -1.976 -3.908 -1.164
H -3.644 -2.151 -3.189
H -1.926 -2.446 -2.929
H -2.471 -0.849 -3.429
H -4.274 0.873 -2.546
H -2.705 1.632 -2.275
H -4.045 1.963 -1.182
H -4.731 1.315 1.394
H -3.173 2.058 1.028
H -3.330 0.974 2.403
H -2.285 -2.637 2.459
H -4.009 -2.322 2.592
H -2.848 -1.071 3.038
O 0.372 -2.085 0.498
C 0.621 -1.432 1.564
O 0.148 -0.270 1.690
C 1.424 -2.041 2.666
C 2.281 -3.124 2.377
C 3.011 -3.662 3.393
C 2.878 -3.139 4.698
C 3.591 -3.643 5.812
C 3.411 -3.094 7.048
C 2.512 -2.017 7.230
C 1.812 -1.511 6.176
C 1.978 -2.059 4.880
N 1.271 -1.521 3.856
H 2.337 -3.494 1.362
H 3.690 -4.488 3.218
H 4.279 -4.467 5.667
H 3.959 -3.482 7.896
H 2.382 -1.592 8.217
H 1.123 -0.685 6.292
C -0.252 3.073 1.271
Si -0.213 3.230 -0.602
C 1.224 4.361 -1.048
C -1.773 4.149 -1.110
Si 0.045 1.078 -1.502
Si -0.131 1.041 -3.856
C 0.181 -0.692 -4.543
C 1.151 2.175 -4.643
C -1.751 1.661 -4.602
Si 2.366 0.689 -1.136
C 3.549 1.732 -2.169
C 2.830 -1.088 -1.563
C 2.883 1.077 0.640
H -0.539 4.011 1.754
H 0.726 2.781 1.656
H -0.961 2.301 1.576
H 1.015 5.379 -0.706
H 1.407 4.398 -2.123
H 2.144 4.030 -0.561
H -1.711 5.192 -0.788
H -2.657 3.713 -0.643
H -1.926 4.141 -2.192
H 1.071 -0.698 -5.176
H -0.658 -1.042 -5.148
H 0.342 -1.416 -3.741
H 2.146 1.735 -4.603
H 1.196 3.162 -4.179
H 0.895 2.313 -5.698
H -2.604 1.009 -4.404
H -1.628 1.719 -5.687
H -2.006 2.662 -4.246
H 3.516 1.496 -3.231
H 4.568 1.536 -1.822
H 3.358 2.799 -2.051
H 2.682 -1.264 -2.633
H 2.233 -1.814 -1.014
H 3.887 -1.264 -1.343
H 3.242 2.109 0.695
H 3.710 0.431 0.950
H 2.073 0.953 1.352
```

Results
gap between HOMO and LUMO (alpha / beta) = 7.30 / 7.20 eV
HOMO level (alpha / beta) = -7.75 / -7.54 eV
2S+1 = 3
E_LUMO (alpha / beta) = -0.45 / -0.34 eV
expectation value of S² = 2.08
DFT total energy = -3441.2083 Ha

Entry 4:
Here is a molecular structure, C29H49As3Cl2CrN2O4PS3 from OMol25. Energies are from ωB97M-V/def2-TZVPD.

XYZ file:
```
94
C29H49As3Cl2CrN2O4PS3 (ωB97M-V/def2-TZVPD)
Cr -0.613 -0.387 0.670
C -2.381 0.525 -2.662
As -1.179 1.137 -1.260
C 0.332 1.605 -2.366
C -1.815 2.969 -0.894
C -2.775 3.264 0.273
C -2.021 3.578 1.571
C -3.714 2.089 0.534
As -2.931 0.459 1.290
C -3.584 0.498 3.109
C -4.262 -0.729 0.504
C -3.607 4.535 -0.029
As -4.823 4.870 -1.566
C -3.530 5.474 -2.915
C -5.191 3.117 -2.365
H -2.373 1.257 -3.470
H -3.400 0.373 -2.310
H -1.980 -0.421 -3.025
H -0.004 2.356 -3.084
H 0.681 0.720 -2.892
H 1.124 2.007 -1.736
H -2.277 3.276 -1.834
H -0.896 3.546 -0.776
H -1.453 2.728 1.950
H -2.733 3.890 2.340
H -1.303 4.386 1.420
H -4.191 1.758 -0.388
H -4.511 2.384 1.225
H -4.670 0.590 3.071
H -3.153 1.343 3.643
H -3.306 -0.424 3.618
H -5.222 -0.211 0.481
H -4.351 -1.638 1.095
H -3.956 -1.003 -0.503
H -2.918 5.386 -0.084
H -4.238 4.728 0.842
H -2.929 6.279 -2.493
H -4.086 5.873 -3.763
H -2.870 4.685 -3.269
H -5.873 2.548 -1.735
H -4.293 2.534 -2.561
H -5.692 3.311 -3.314
Cl 0.413 -6.643 4.447
C 0.315 -5.048 3.763
C 1.158 -4.041 4.252
C 1.121 -2.773 3.734
Cl 2.148 -1.568 4.408
C 0.243 -2.428 2.664
O 0.261 -1.235 2.154
C -0.622 -3.459 2.239
C -1.635 -3.184 1.269
O -1.824 -2.107 0.703
C -0.580 -4.759 2.778
H 1.844 -4.264 5.057
H -2.321 -4.011 1.024
H -1.255 -5.518 2.404
C 4.927 3.905 0.194
C 4.253 2.754 0.880
C 4.954 1.875 1.696
C 4.235 0.824 2.227
N 2.941 0.636 1.995
C 2.347 1.551 1.239
S 0.592 1.568 1.021
N 2.951 2.599 0.663
H 5.792 4.255 0.756
H 4.219 4.721 0.059
H 5.271 3.594 -0.795
H 6.007 2.004 1.902
H 4.715 0.093 2.870
C 1.281 -4.591 -3.157
C 1.952 -4.593 -1.801
C 1.031 -5.042 -0.683
O 2.532 -3.323 -1.444
P 2.061 -1.842 -1.804
S 2.380 -1.370 -3.649
S 0.101 -1.685 -1.248
O 2.850 -1.023 -0.703
C 4.250 -1.149 -0.354
C 4.407 -2.256 0.673
C 5.148 -1.326 -1.560
H 0.947 -5.607 -3.375
H 1.961 -4.261 -3.940
H 0.411 -3.931 -3.165
H 2.820 -5.256 -1.833
H 0.142 -4.410 -0.653
H 1.533 -4.980 0.282
H 0.726 -6.075 -0.855
H 4.467 -0.183 0.109
H 4.221 -3.226 0.216
H 3.701 -2.113 1.491
H 5.424 -2.248 1.070
H 4.958 -2.274 -2.064
H 6.183 -1.318 -1.215
H 5.010 -0.524 -2.286
```

Results
relative energy (zero: lowest compared OMol25 entry of this formula, charge and spin) = 1.7563 eV
gap between HOMO and LUMO (alpha / beta) = 6.61 / 6.78 eV
HOMO level (alpha / beta) = -7.53 / -7.53 eV
2S+1 = 2
E_LUMO (alpha / beta) = -0.92 / -0.75 eV
expectation value of S² = 0.77
DFT total energy = -11753.0784 Ha

Entry 5:
Here is 2 unconnected molecules or ions with the total composition C29H49BF5N5O3 from OMol25. Energies are from ωB97M-V/def2-TZVPD.

XYZ file:
```
92
C29H49BF5N5O3 (ωB97M-V/def2-TZVPD)
C 2.692 -1.582 5.265
C 1.334 -2.174 4.878
C 1.412 -3.651 4.475
C 0.162 -4.128 3.714
C 0.458 -5.152 2.596
C -0.515 -5.081 1.399
C 0.126 -4.698 0.041
C -0.477 -3.467 -0.636
N 0.122 -2.174 -0.230
C -0.222 -1.018 -0.818
N 0.475 0.123 -0.660
C -0.172 1.039 -1.365
C 0.211 2.469 -1.434
C 0.679 2.966 -0.059
C -0.393 2.733 1.003
O 0.933 4.346 -0.207
C 2.293 4.715 -0.101
C 3.062 4.322 -1.338
C 2.762 4.936 -2.550
C 3.411 4.550 -3.711
C 4.374 3.548 -3.672
C 4.676 2.930 -2.473
C 4.021 3.317 -1.310
N -1.238 0.517 -1.983
C -2.170 1.241 -2.828
O -1.603 1.637 -4.047
C -1.545 0.675 -5.053
C -0.446 -0.352 -4.923
O -2.302 0.733 -5.973
N -1.295 -0.824 -1.631
C -2.437 -1.641 -2.022
C -3.519 -1.725 -0.928
C -4.623 -0.663 -1.034
C -4.357 0.578 -0.179
N -4.619 0.297 1.236
C 1.175 -2.188 0.796
C 2.590 -2.302 0.245
F 1.067 -1.053 1.571
H 2.941 -1.777 6.310
H 3.496 -2.012 4.664
H 2.710 -0.502 5.127
H 0.642 -2.050 5.714
H 0.925 -1.587 4.053
H 1.514 -4.237 5.391
H 2.300 -3.793 3.855
H -0.299 -3.248 3.253
H -0.559 -4.573 4.399
H 1.487 -5.032 2.248
H 0.401 -6.152 3.028
H -1.331 -4.394 1.639
H -0.988 -6.055 1.275
H -0.058 -5.516 -0.658
H 1.207 -4.624 0.135
H -1.544 -3.453 -0.414
H -0.323 -3.564 -1.712
H -0.623 3.095 -1.749
H 1.010 2.579 -2.175
H 1.586 2.435 0.245
H -1.393 2.909 0.601
H -0.263 3.479 1.788
H -0.303 1.740 1.443
H 2.293 5.796 0.035
H 2.746 4.271 0.791
H 2.004 5.710 -2.566
H 3.167 5.045 -4.642
H 4.887 3.264 -4.581
H 5.429 2.154 -2.439
H 4.239 2.840 -0.362
H -3.075 0.660 -2.983
H -2.446 2.154 -2.304
H -0.888 -1.346 -4.966
H 0.137 -0.229 -4.014
H 0.224 -0.223 -5.772
H -2.105 -2.628 -2.318
H -2.875 -1.199 -2.914
H -3.035 -1.648 0.049
H -3.974 -2.714 -1.005
H -5.554 -1.099 -0.670
H -4.796 -0.396 -2.081
H -4.989 1.404 -0.498
H -3.310 0.892 -0.301
H -3.775 0.029 1.721
H -4.995 1.109 1.703
H 0.933 -2.990 1.485
H 3.101 -1.350 0.366
H 3.138 -3.106 0.731
H 2.564 -2.530 -0.822
B -1.543 5.748 2.776
F -0.222 5.246 2.922
F -2.290 4.777 2.063
F -2.116 5.950 4.035
F -1.514 6.943 2.047
```

Results
relative energy (zero: lowest compared OMol25 entry of this formula, charge and spin) = 0.0000 eV
gap between HOMO and LUMO = 8.58 eV
HOMO level = -9.25 eV
E_LUMO = -0.67 eV
DFT total energy = -2158.2453 Ha